11 unconnected molecules or ions with the total composition C44H77N11 at a distorted geometry, computed with wB97M-V/def2-TZVPD.

Properties
- energy relative to the best compared isomer or geometry (same formula, charge and spin) (kJ/mol) = 217.3
- calculated total energy (eV) = -63264.821

CARTESIAN COORDINATES (ANGSTROEM)
C -32.51 -9.52 -12.58
C -31.86 -8.33 -11.86
C -31.86 -7.04 -12.69
C -31.24 -7.13 -14.00
N -30.73 -7.25 -15.01
H -33.58 -9.51 -12.35
H -32.07 -10.46 -12.26
H -32.52 -9.38 -13.66
H -30.83 -8.58 -11.59
H -32.40 -8.07 -10.95
H -31.44 -6.22 -12.10
H -32.90 -6.69 -12.80
C -30.06 -5.49 -18.34
C -30.50 -6.89 -18.71
C -30.90 -6.96 -20.19
C -31.67 -8.14 -20.56
N -32.22 -9.09 -20.88
H -29.68 -5.48 -17.31
H -30.88 -4.77 -18.29
H -29.25 -5.08 -18.96
H -31.41 -7.11 -18.14
H -29.73 -7.62 -18.46
H -30.03 -6.87 -20.84
H -31.54 -6.10 -20.43
C -18.63 -8.90 -16.75
C -19.88 -8.18 -17.24
C -20.99 -9.18 -17.61
C -22.33 -8.62 -17.47
N -23.38 -8.17 -17.38
H -18.38 -9.74 -17.41
H -18.79 -9.29 -15.75
H -17.72 -8.30 -16.86
H -19.76 -7.54 -18.11
H -20.27 -7.55 -16.44
H -21.00 -10.00 -16.87
H -20.85 -9.66 -18.58
C -27.42 -7.62 -14.00
C -26.23 -7.12 -14.79
C -26.46 -6.67 -16.23
C -26.81 -7.78 -17.13
N -27.06 -8.60 -17.90
H -27.14 -7.78 -12.96
H -27.82 -8.56 -14.38
H -28.23 -6.89 -14.08
H -25.48 -7.92 -14.95
H -25.64 -6.43 -14.18
H -25.52 -6.28 -16.61
H -27.27 -5.95 -16.32
C -26.81 -13.38 -16.76
C -28.01 -12.46 -16.98
C -28.06 -11.88 -18.38
C -29.45 -11.56 -18.77
N -30.55 -11.41 -19.08
H -26.78 -14.16 -17.53
H -26.86 -13.87 -15.79
H -25.85 -12.86 -16.76
H -28.01 -11.68 -16.22
H -28.90 -13.08 -16.79
H -27.84 -12.72 -19.06
H -27.42 -11.06 -18.69
C -30.16 -12.72 -13.58
C -29.39 -11.66 -12.81
C -27.95 -11.41 -13.26
C -27.24 -10.68 -12.21
N -26.69 -10.12 -11.37
H -30.70 -12.34 -14.45
H -30.89 -13.17 -12.90
H -29.51 -13.56 -13.84
H -29.50 -11.85 -11.75
H -29.91 -10.69 -12.86
H -27.94 -10.79 -14.16
H -27.43 -12.33 -13.51
C -23.56 -12.52 -13.93
C -23.85 -11.24 -14.72
C -23.17 -9.98 -14.16
C -21.83 -10.17 -13.61
N -20.78 -10.35 -13.18
H -23.64 -13.40 -14.57
H -24.31 -12.66 -13.16
H -22.57 -12.51 -13.48
H -24.91 -11.05 -14.84
H -23.41 -11.43 -15.70
H -23.80 -9.65 -13.33
H -23.14 -9.19 -14.91
C -25.99 -2.66 -10.72
C -26.13 -3.84 -11.70
C -26.60 -3.44 -13.09
C -28.03 -3.18 -13.20
N -29.16 -3.02 -13.31
H -26.96 -2.17 -10.68
H -25.24 -1.95 -11.07
H -25.57 -3.03 -9.79
H -26.87 -4.51 -11.24
H -25.23 -4.46 -11.75
H -26.49 -4.33 -13.73
H -26.04 -2.69 -13.65
C -28.06 -6.97 -9.35
C -29.42 -6.99 -8.59
C -29.67 -8.32 -7.87
C -29.63 -9.44 -8.81
N -29.60 -10.26 -9.60
H -28.25 -7.08 -10.41
H -27.42 -7.80 -9.06
H -27.51 -6.06 -9.13
H -30.17 -6.85 -9.36
H -29.51 -6.13 -7.93
H -30.60 -8.27 -7.31
H -28.81 -8.51 -7.22
C -29.44 -1.21 -17.17
C -28.29 -1.82 -17.97
C -27.22 -2.31 -17.01
C -26.83 -1.36 -15.96
N -26.49 -0.67 -15.10
H -29.97 -1.94 -16.55
H -30.16 -0.69 -17.80
H -29.04 -0.40 -16.56
H -27.91 -1.14 -18.73
H -28.68 -2.65 -18.56
H -26.23 -2.36 -17.50
H -27.38 -3.29 -16.55
C -27.81 -8.73 -21.43
C -27.48 -7.63 -22.45
C -28.09 -7.84 -23.83
C -29.52 -7.57 -23.89
N -30.65 -7.42 -23.90
H -27.17 -8.64 -20.55
H -27.55 -9.70 -21.86
H -28.88 -8.75 -21.26
H -26.40 -7.51 -22.52
H -27.87 -6.71 -22.01
H -27.94 -8.88 -24.14
H -27.60 -7.23 -24.60